The following is a DFT calculation (wB97M-V/def2-TZVPD) of a structure of composition C50H47N4O2S2TeTi in a non-equilibrium geometry.

Geometry as XYZ:
```
107
C50H47N4O2S2TeTi, DFT wB97M-V/def2-TZVPD
Ti -0.2070 -1.1254 -0.0970
C 0.4106 3.7807 4.3328
C 1.4885 2.7744 3.7688
C 1.7114 3.0831 2.3025
C 2.8086 3.1113 4.4617
C 1.0075 1.3230 3.9925
C 0.6333 0.8999 5.2787
C 0.0120 -0.3273 5.5277
C -0.2498 -1.1386 4.4049
S -1.1441 -2.6910 4.2969
C -1.1400 -2.5377 2.5554
N -0.4336 -1.4757 2.0959
C 0.0419 -0.6698 3.1086
C 0.7550 0.4930 2.8778
C -1.6763 -3.3651 1.5163
C -2.3965 -4.5092 1.8413
C -2.8485 -5.3103 0.8135
C -2.7273 -4.8466 -0.5187
C -2.0999 -3.6700 -0.7972
C -1.4072 -2.9364 0.1889
H 0.6023 4.7919 4.0013
H 0.4060 3.7627 5.4003
H -0.5916 3.4898 3.9666
H 2.2261 4.0029 2.1759
H 0.7196 3.1616 1.8873
H 2.2523 2.3216 1.7847
H 3.1577 4.1179 4.2343
H 3.6046 2.3739 4.1496
H 2.6778 2.9974 5.5426
H 0.7155 1.5639 6.1387
H -0.2902 -0.6153 6.5409
H 0.9714 0.7761 1.8873
H -2.5418 -4.8030 2.8827
H -3.4398 -6.2142 0.9623
H -3.1989 -5.4070 -1.3681
H -2.0546 -3.3763 -1.8746
C 3.7509 -3.2056 -0.4683
Te 3.1369 -1.1911 0.0369
C 3.1235 -2.1104 2.0021
C 4.2915 -3.0623 1.9702
C 5.0455 -3.4423 3.0671
C 6.0107 -4.4740 3.0331
C 6.2029 -5.0946 1.8103
C 5.5243 -4.6431 0.6691
C 4.5457 -3.6690 0.7395
H 4.4054 -3.1378 -1.3233
H 2.8564 -3.7556 -0.6957
H 2.1788 -2.6959 2.0324
H 3.1200 -1.4063 2.7989
H 4.9262 -2.9290 3.9527
H 6.5563 -4.7561 3.9222
H 6.8070 -5.9785 1.6257
H 5.7233 -5.2262 -0.2160
C 2.0412 3.2047 -2.5262
C 1.3188 2.4852 -3.6555
C -0.0385 2.2713 -3.5269
C -0.7575 1.7280 -4.5569
C -0.0353 1.2185 -5.7152
N -0.8034 0.5730 -6.6869
C -1.8834 -0.1785 -6.3951
O -2.7361 -0.4270 -7.2539
N -2.0396 -0.7605 -5.1491
C -0.9340 -1.3449 -4.4186
C 0.0980 -2.0334 -5.0511
C 1.2754 -2.2909 -4.3592
C 1.2710 -1.9476 -3.0351
N 0.2320 -1.4795 -2.3445
C -0.8271 -1.1164 -3.0351
C 1.3434 1.2625 -5.7193
C 2.0255 2.0039 -4.7822
H 1.4655 4.0083 -2.0597
H 2.9688 3.7175 -2.8817
H 2.2569 2.5886 -1.6862
H -0.5531 2.6944 -2.6563
H -1.8360 1.6935 -4.5111
H -0.7913 0.9307 -7.6588
H -2.9115 -1.2632 -5.1033
H 0.0346 -2.1933 -6.0830
H 2.1265 -2.7445 -4.8392
H 2.1895 -2.0180 -2.4606
H -1.6543 -0.7074 -2.5174
H 1.8818 0.8142 -6.5627
H 3.1087 2.1444 -4.8208
O -1.1691 0.7885 0.0034
S -2.0378 1.3380 1.1578
C -2.1540 3.0849 0.7545
C -2.1356 3.3964 -0.6022
C -2.2974 4.7074 -0.9841
C -2.4533 5.7114 -0.0532
C -2.4853 5.3608 1.2947
C -2.3150 4.0465 1.7230
C -3.6212 0.8021 0.7257
C -3.8212 -0.5583 0.9460
C -4.9677 -1.1632 0.4533
C -5.8930 -0.3546 -0.1742
C -5.7712 1.0058 -0.2573
C -4.6272 1.6345 0.2141
H -2.1115 2.6127 -1.3452
H -2.3320 5.0325 -1.9982
H -2.5488 6.7269 -0.3611
H -2.7368 6.1109 2.0372
H -2.3118 3.7516 2.7639
H -3.0213 -1.1470 1.3836
H -5.1799 -2.2497 0.4638
H -6.7960 -0.7977 -0.5922
H -6.4988 1.5788 -0.7811
H -4.5110 2.7188 0.0591
```

ΔE to the lowest compared entry with this formula, charge and spin = 39.5 kcal per mole
⟨S²⟩ = 2.007
molar mass = 975.6 g mol⁻¹
charge = +1
HOMO-LUMO gap (alpha / beta) = 0.2374 / 0.2883 Eh
spin multiplicity = 3